This record from the OMol25 dataset describes CHAgLiO2 as an isolated structure at a distorted geometry. The level of theory is wB97M-V/def2-TZVPD.

Each line ends with the natural charge from an NBO analysis.
Atoms and positions in Å:
1 Li -0.735 -0.065 -2.360  0.977
2 H 0.993 1.167 1.885  0.027
3 O -1.594 -1.028 -1.198  -1.352
4 O 0.732 0.073 0.288  -0.792
5 Ag -0.878 -1.050 0.493  1.023
6 C 1.482 0.903 0.891  0.116

Its largest force on an atom is 3.5 eV/Å. The total energy is -343.472643 Eh. The value obtained for the molar mass is 159.8 g/mol. As for the energy relative to the best compared isomer or geometry (same formula, charge and spin): 295.81 kJ/mol. The HOMO-LUMO gap (spin up / spin down) comes out at 0.24295 / 0.20132 Eh. The expectation value of S² is 0.7722. Its spin multiplicity is 2.

This record from the OMol25 dataset describes CHAlF24O3P4 as an isolated structure at a distorted geometry. The level of theory is wB97M-V/def2-TZVPD.

Each line ends with the natural charge from an NBO analysis.
Atoms and positions in Å:
1 F -0.271 1.032 2.724  -0.596
2 F 0.448 -2.505 -1.410  -0.586
3 F -1.641 4.055 3.234  -0.605
4 F 4.014 -0.696 1.492  -0.584
5 P 0.195 -2.289 -2.971  2.606
6 O 3.460 2.137 -2.200  -0.480
7 F 1.686 -0.412 1.871  -0.604
8 C 3.198 1.897 -1.047  0.895
9 O 2.218 1.185 -0.674  -0.259
10 F -3.400 0.736 0.195  -0.590
11 F 2.266 -1.672 0.083  -0.570
12 F -5.597 0.067 -0.294  -0.586
13 Al -0.449 0.065 -0.054  0.882
14 P 2.735 -1.656 1.641  2.599
15 F -1.895 2.229 1.732  -0.590
16 F -1.411 -2.187 -2.642  -0.582
17 F 0.079 2.954 1.692  -0.587
18 F 3.665 -3.069 1.593  -0.604
19 P -0.910 2.543 2.936  2.591
20 H 3.538 1.834 0.528  0.502
21 F 1.486 -2.580 1.883  -0.600
22 P -4.221 0.139 -1.140  2.591
23 F -3.924 -1.425 -0.695  -0.598
24 F 0.070 -3.896 -3.259  -0.612
25 F -4.378 1.632 -1.733  -0.587
26 O 3.859 2.531 -0.049  -0.652
27 F 2.878 -1.690 3.274  -0.609
28 F -0.012 2.904 4.290  -0.583
29 F -4.949 -0.429 -2.512  -0.606
30 F -2.029 1.828 3.896  -0.603
31 F 1.773 -2.480 -3.149  -0.600
32 F -2.787 -0.013 -1.925  -0.597
33 F 0.046 -2.091 -4.544  -0.595
34 F 0.264 -0.674 -2.766  -0.602

Its largest force on an atom is 3.3 eV/Å. The total energy is -4269.951306 Eh. The value obtained for the molar mass is 667.8 g/mol. As for the energy relative to the best compared isomer or geometry (same formula, charge and spin): 5.53 kJ/mol. Its charge is -3. The HOMO-LUMO gap (spin up / spin down) comes out at 0.31911 / 0.17975 Eh. The expectation value of S² is 0.7574. Its spin multiplicity is 2.

This record from the OMol25 dataset describes CHAlO3 as an isolated structure at a distorted geometry. The level of theory is wB97M-V/def2-TZVPD.

Each line ends with the natural charge from an NBO analysis.
Atoms and positions in Å:
1 O 0.352 1.340 0.109  -0.804
2 Al 1.878 0.311 0.081  1.645
3 H -0.431 -1.498 0.128  0.602
4 C -0.431 0.390 -0.196  0.918
5 O -1.639 0.267 -0.033  -0.501
6 O 0.271 -0.809 -0.089  -0.861

Its largest force on an atom is 7.8 eV/Å. The total energy is -506.565535 Eh. The value obtained for the molar mass is 88.0 g/mol. As for the energy relative to the best compared isomer or geometry (same formula, charge and spin): 54.92 kJ/mol. Its charge is +1. The HOMO-LUMO gap (spin up / spin down) comes out at 0.37347 / 0.25808 Eh. The expectation value of S² is 0.7512. Its spin multiplicity is 2.

molar mass of number 2 (CHAlF24O3P4)? 667.8 g/mol